Entry 1:
{"formula": "C35H50BaCl5Ge3", "method": "wB97M-V/def2-TZVPD", "symbols": ["Ba", "C", "C", "C", "C", "C", "H", "H", "H", "H", "H", "C", "C", "Ge", "C", "C", "C", "C", "Ge", "C", "C", "C", "C", "C", "C", "C", "C", "C", "C", "H", "H", "H", "H", "H", "H", "H", "H", "H", "H", "H", "H", "H", "H", "H", "H", "H", "H", "H", "H", "H", "H", "H", "H", "H", "H", "Cl", "C", "C", "C", "Cl", "C", "Cl", "C", "Cl", "C", "Cl", "C", "C", "C", "C", "Ge", "C", "C", "C", "C", "H", "H", "H", "H", "H", "H", "H", "H", "H", "H", "H", "H", "H", "H", "H", "H", "H", "H", "H"], "coordinates": [[1.3066, -0.1039, -0.1654], [2.7250, -2.3855, 0.7293], [1.6124, -2.4101, 1.5941], [1.7310, -1.3153, 2.4848], [2.9147, -0.6301, 2.1672], [3.5253, -1.2830, 1.0800], [2.9691, -3.1156, -0.0307], [0.8605, -3.1866, 1.6520], [1.0764, -1.1174, 3.3191], [3.3241, 0.2136, 2.7002], [4.4555, -1.0047, 0.6059], [-3.4356, 2.0507, -1.8537], [-2.2631, 2.1193, -0.8760], [-2.0867, 0.6359, 0.4195], [-3.6192, 0.4375, 1.6620], [-4.9856, 0.0179, 1.1213], [-2.5543, -0.8877, -0.8102], [-2.2464, -1.9635, -1.5424], [-0.4994, -2.7041, -1.7911], [0.7308, -1.6357, -2.8424], [0.7699, -2.2229, -4.2718], [0.0183, -4.4322, -1.1069], [-0.5119, -5.6232, -1.9238], [-3.2137, -2.7629, -2.3361], [-2.7416, -3.4432, -3.4565], [-3.5673, -4.2435, -4.2311], [-4.9053, -4.3574, -3.8873], [-5.3963, -3.6805, -2.7762], [-4.5605, -2.8949, -2.0008], [-3.4273, 2.9120, -2.5230], [-4.3954, 2.0521, -1.3343], [-3.3950, 1.1565, -2.4788], [-2.3107, 3.0361, -0.2829], [-1.3189, 2.1767, -1.4310], [-3.7073, 1.4026, 2.1645], [-3.2976, -0.2727, 2.4294], [-5.3342, 0.6718, 0.3191], [-5.7304, 0.0575, 1.9174], [-4.9849, -1.0076, 0.7517], [-3.6175, -0.6484, -0.8948], [1.7467, -1.6867, -2.4417], [0.4042, -0.5903, -2.8931], [1.0347, -3.2819, -4.2754], [1.5434, -1.6971, -4.8306], [-0.1749, -2.0915, -4.7990], [-0.3770, -4.4597, -0.0891], [1.1068, -4.4369, -1.0456], [-1.5999, -5.6420, -1.9537], [-0.1703, -6.5481, -1.4610], [-0.1427, -5.6130, -2.9497], [-1.7038, -3.3162, -3.7906], [-3.1762, -4.7560, -5.0994], [-5.5663, -4.9715, -4.4835], [-6.4392, -3.7777, -2.5055], [-4.9521, -2.4015, -1.1211], [1.9072, 2.9752, -1.5012], [3.2492, 2.0355, -2.1992], [3.2335, 0.6749, -1.9865], [4.2752, 0.0055, -2.6079], [4.3817, -1.7462, -2.4163], [5.2765, 0.6238, -3.3548], [6.5531, -0.2781, -4.0732], [5.2427, 2.0119, -3.5038], [6.4682, 2.8200, -4.3928], [4.2081, 2.7392, -2.9197], [4.1407, 4.4495, -3.0878], [0.6649, 3.2527, 5.5670], [-0.8127, 3.1722, 5.1990], [-1.3214, 1.7451, 4.9948], [-0.5730, 0.9484, 3.9186], [-0.6723, 1.8362, 2.1766], [0.7645, 3.1053, 1.7503], [2.2389, 2.7417, 1.9087], [3.1459, 3.9616, 1.7809], [4.6203, 3.5839, 1.8298], [0.9571, 4.2793, 5.7881], [1.3099, 2.8993, 4.7593], [0.8822, 2.6477, 6.4496], [-1.0033, 3.7655, 4.2975], [-1.4077, 3.6401, 5.9855], [-2.3867, 1.7776, 4.7508], [-1.2383, 1.2002, 5.9402], [-0.9910, -0.0542, 3.8211], [0.4789, 0.8245, 4.1800], [-1.9408, 2.7207, 2.1883], [0.5221, 3.8918, 2.4753], [0.5652, 3.5412, 0.7700], [2.5735, 2.0145, 1.1571], [2.4070, 2.2673, 2.8793], [2.9060, 4.6653, 2.5837], [2.9255, 4.4722, 0.8399], [4.8689, 3.0799, 2.7664], [5.2584, 4.4628, 1.7453], [4.8749, 2.9089, 1.0085]], "forces_ev_per_angstrom": [[0.202, 1.107, -0.039], [0.156, -0.240, -0.093], [-0.260, -0.023, 0.093], [-0.169, -0.244, -0.051], [0.123, -0.102, 0.112], [0.285, -0.133, -0.010], [0.002, 0.008, 0.007], [0.007, 0.005, 0.013], [0.000, 0.016, -0.032], [-0.004, 0.013, -0.005], [-0.009, -0.010, 0.023], [-0.003, 0.030, -0.004], [-0.012, 0.010, -0.028], [-0.314, 0.343, 0.173], [-0.056, 0.027, 0.039], [-0.004, 0.033, 0.006], [0.082, -0.078, -0.038], [0.063, 0.180, 0.230], [0.045, -0.198, 0.040], [0.013, -0.030, -0.070], [0.045, 0.004, -0.013], [-0.093, -0.091, -0.127], [0.042, -0.024, 0.030], [-0.020, 0.010, 0.005], [0.105, -0.018, -0.069], [-0.058, 0.001, 0.029], [0.023, -0.006, -0.020], [0.002, 0.003, -0.001], [0.007, -0.031, 0.047], [-0.016, -0.005, -0.001], [0.025, -0.007, -0.008], [0.004, 0.001, 0.002], [-0.017, -0.003, -0.014], [-0.006, 0.004, 0.002], [-0.014, -0.030, -0.013], [0.014, 0.012, 0.019], [0.018, -0.039, 0.013], [-0.005, 0.019, -0.010], [0.016, -0.023, -0.022], [-0.072, -0.042, -0.003], [0.075, 0.001, 0.029], [0.006, -0.128, 0.026], [-0.001, 0.001, 0.011], [-0.009, -0.002, -0.013], [0.018, 0.015, -0.001], [0.020, -0.020, 0.007], [0.011, 0.003, -0.005], [-0.009, 0.013, 0.008], [-0.002, 0.000, -0.003], [0.005, 0.011, 0.005], [-0.006, 0.018, 0.014], [0.003, 0.000, 0.001], [0.001, 0.001, 0.004], [0.002, 0.002, -0.003], [0.013, 0.007, 0.012], [-0.136, -0.090, -0.038], [-0.037, -0.002, -0.030], [0.118, -0.114, -0.246], [0.118, 0.046, 0.088], [-0.115, 0.011, -0.022], [0.002, -0.038, 0.022], [-0.013, 0.005, -0.017], [0.007, 0.001, 0.015], [-0.004, 0.000, -0.015], [-0.014, 0.018, 0.025], [0.005, 0.002, -0.005], [-0.007, 0.009, 0.004], [0.022, -0.031, -0.003], [0.037, -0.032, 0.035], [0.040, 0.012, 0.026], [-0.360, -0.279, -0.149], [0.117, -0.023, -0.037], [-0.099, 0.031, -0.004], [0.019, 0.000, -0.002], [-0.005, -0.004, -0.001], [0.001, -0.004, 0.001], [-0.009, 0.001, 0.009], [-0.003, 0.000, 0.000], [-0.003, 0.007, -0.003], [-0.002, -0.001, 0.004], [0.000, -0.012, -0.014], [-0.007, 0.014, 0.011], [-0.015, -0.004, 0.022], [-0.011, 0.015, 0.020], [0.081, 0.091, 0.028], [0.030, 0.020, -0.017], [0.016, 0.001, -0.012], [-0.044, -0.003, -0.001], [0.002, -0.024, -0.010], [0.003, 0.000, 0.001], [-0.007, 0.006, 0.008], [0.001, 0.000, -0.003], [0.001, -0.001, 0.001], [-0.001, 0.001, 0.003]], "mulliken_charge": [0.298, -0.143, -0.680, -0.363, -0.481, -1.133, 0.413, 0.497, 0.689, 0.531, 0.483, -1.214, -0.244, -0.212, -0.462, -1.252, -1.326, 1.405, -0.358, 0.916, -1.629, -0.168, -1.374, 0.468, -0.176, -1.080, -0.496, -0.790, -0.168, 0.430, 0.279, 0.236, 0.548, 0.291, 0.457, 0.334, 0.247, 0.419, 0.278, 0.243, -0.466, 0.619, 0.382, 0.404, 0.463, 0.443, 0.306, 0.359, 0.429, 0.322, 0.272, 0.446, 0.414, 0.436, 0.389, -0.273, 1.167, -0.504, 0.104, -0.207, -0.612, -0.188, 0.783, -0.178, -0.652, -0.186, -1.026, -0.154, -1.067, -0.473, -0.305, -0.810, 1.376, -0.634, -1.285, 0.375, 0.064, 0.365, 0.148, 0.485, 0.243, 0.498, 0.548, 0.569, -0.048, 0.430, 0.415, -0.587, -0.032, 0.417, 0.335, 0.336, 0.426, 0.204], "e_above_lowest_ev": 2.4951, "e_homo_ev": -10.55, "total_charge": 1, "gap_ev": 5.6, "lumo_ev": -4.98}

---

Entry 2:
{"formula": "C33H36NO6", "method": "wB97M-V/def2-TZVPD", "symbols": ["C", "C", "C", "C", "O", "C", "C", "N", "C", "C", "C", "C", "C", "C", "C", "C", "C", "C", "C", "C", "C", "O", "H", "H", "H", "H", "H", "H", "H", "H", "H", "H", "H", "H", "H", "H", "H", "H", "H", "H", "H", "H", "C", "C", "O", "C", "C", "C", "C", "C", "C", "C", "C", "C", "C", "O", "O", "C", "C", "O", "H", "H", "H", "H", "H", "H", "H", "H", "H", "H", "H", "H", "H", "H", "H", "H"], "coordinates": [[0.0534, 3.1867, 3.6941], [-0.1370, 3.7831, 2.3186], [-0.8727, 2.8416, 1.3801], [-0.8836, 5.1009, 2.4265], [1.1966, 4.1267, 1.7559], [2.0282, 3.0810, 1.4076], [2.4924, 3.2002, 0.0125], [2.9384, 2.1075, -0.5234], [2.7376, 1.3200, -1.5465], [3.4365, 0.0242, -1.5373], [3.6820, -0.7366, -2.7037], [4.4439, -1.9023, -2.6272], [4.9528, -2.3272, -1.3951], [4.7006, -1.5840, -0.2348], [3.9554, -0.4098, -0.3078], [1.7934, 1.6780, -2.6141], [0.9520, 0.6972, -3.1764], [0.0408, 1.0403, -4.1716], [-0.0629, 2.3730, -4.5892], [0.7508, 3.3585, -4.0165], [1.6800, 3.0148, -3.0323], [2.2914, 2.1446, 2.1396], [0.5504, 3.9220, 4.3397], [-0.9207, 2.9372, 4.1338], [0.6700, 2.2856, 3.6334], [-0.9503, 3.2842, 0.3770], [-0.3661, 1.8694, 1.3184], [-1.8932, 2.6695, 1.7466], [-0.9929, 5.5721, 1.4419], [-1.8856, 4.9292, 2.8395], [-0.3515, 5.7913, 3.0915], [2.2936, 4.1438, -0.5144], [3.2648, -0.4121, -3.6585], [4.6255, -2.4889, -3.5305], [5.5431, -3.2417, -1.3393], [5.0676, -1.9113, 0.7358], [3.7239, 0.1819, 0.5794], [1.0404, -0.3333, -2.8287], [-0.5705, 0.2619, -4.6305], [-0.7810, 2.6424, -5.3651], [0.6744, 4.4005, -4.3327], [2.3577, 3.7588, -2.6125], [6.1181, 1.8802, -2.8991], [6.9828, 2.5607, -1.8726], [6.1837, 3.5481, -1.1748], [6.8764, 4.1443, -0.1823], [6.1242, 5.2964, 0.4063], [4.7781, 5.4410, 0.3518], [4.1287, 6.7149, 0.6258], [4.7462, 7.9641, 0.3469], [4.1576, 9.1507, 0.7799], [2.9298, 9.1333, 1.4598], [2.2615, 7.9173, 1.6512], [2.8486, 6.7354, 1.2116], [6.9743, 6.2167, 1.2364], [6.7005, 6.6106, 2.3569], [8.1064, 6.5376, 0.5897], [8.9899, 7.3754, 1.3710], [10.2090, 7.5753, 0.5210], [7.9806, 3.7938, 0.1932], [6.6085, 0.9671, -3.2523], [5.1421, 1.5986, -2.4900], [5.9536, 2.5315, -3.7655], [7.3716, 1.8390, -1.1412], [7.8258, 3.0788, -2.3529], [4.1805, 4.5575, 0.1405], [5.6812, 7.9731, -0.2220], [4.6682, 10.0960, 0.5848], [2.4911, 10.0623, 1.8230], [1.2875, 7.8817, 2.1431], [2.3573, 5.7779, 1.3585], [8.4891, 8.3273, 1.5949], [9.2347, 6.8606, 2.3086], [10.9538, 8.1543, 1.0690], [10.6462, 6.6103, 0.2511], [9.9565, 8.1125, -0.3972]], "forces_ev_per_angstrom": [[-0.005, -0.249, 0.449], [0.777, 0.165, -0.167], [-0.032, -0.189, -0.274], [0.039, 0.317, -0.158], [-1.208, -0.024, 0.480], [1.450, -0.211, -1.619], [-1.131, 1.535, 0.979], [0.109, -2.458, -0.107], [0.091, 1.284, -0.101], [0.052, -0.183, -0.014], [-0.016, 0.015, 0.496], [-0.104, 0.061, 0.295], [0.068, -0.055, -0.071], [-0.242, 0.276, -0.320], [0.136, -0.632, -0.020], [0.434, -0.025, -0.106], [-0.097, 0.312, -0.266], [0.269, 0.129, 0.216], [0.008, 0.179, -0.031], [-0.056, -0.280, 0.131], [-0.261, -0.167, -0.255], [-0.469, 0.029, 0.443], [-0.041, -0.208, -0.071], [0.077, 0.068, -0.041], [-0.145, 0.239, 0.078], [0.130, -0.175, 0.206], [-0.068, 0.255, -0.073], [0.196, 0.041, 0.025], [0.052, -0.082, 0.159], [0.190, -0.008, -0.056], [-0.056, -0.100, -0.121], [-0.743, -0.404, -0.106], [0.222, -0.051, 0.248], [0.001, 0.147, 0.255], [-0.117, 0.177, -0.015], [0.021, -0.045, -0.204], [0.158, -0.107, -0.261], [-0.077, 0.293, -0.124], [0.045, 0.253, 0.122], [0.186, -0.047, 0.174], [-0.046, -0.298, -0.002], [-0.242, -0.221, -0.174], [-0.294, 0.014, -0.348], [-0.054, -0.330, 0.105], [0.919, 0.111, 0.107], [-0.190, -0.294, 0.595], [-0.238, 0.018, 0.426], [1.266, -0.040, -0.190], [-0.572, 1.209, 0.477], [-0.311, -0.595, 0.160], [-0.085, -0.171, -0.025], [0.110, -0.344, -0.122], [0.283, 0.273, -0.207], [0.474, -0.318, -0.025], [-0.408, 0.197, 0.387], [0.364, -0.421, -1.149], [0.013, 0.623, 0.698], [-0.074, -0.208, -0.163], [0.334, 0.076, -0.198], [-0.772, 0.251, -0.460], [-0.035, 0.113, 0.055], [0.292, 0.096, 0.001], [-0.051, -0.085, 0.128], [-0.078, 0.280, -0.185], [-0.112, -0.143, 0.289], [-0.077, 0.214, -0.482], [-0.264, 0.085, 0.278], [-0.206, -0.234, 0.064], [0.102, -0.185, -0.121], [0.286, 0.052, -0.143], [-0.085, 0.270, 0.101], [0.048, -0.303, 0.057], [-0.184, 0.168, -0.167], [0.027, 0.020, -0.031], [-0.039, 0.113, 0.022], [0.054, -0.064, 0.068]], "mulliken_charge": [-1.604, 1.587, -1.634, -1.745, -0.325, 0.146, -0.392, 0.197, -0.762, 0.462, 0.150, -0.905, -0.441, -0.686, -0.445, 0.650, -0.225, -0.764, -0.450, -0.750, -0.310, -0.701, 0.344, 0.421, 0.333, 0.356, 0.364, 0.456, 0.401, 0.420, 0.321, 0.317, 0.462, 0.346, 0.361, 0.392, 0.501, 0.512, 0.363, 0.354, 0.377, 0.397, -0.933, -0.381, -0.204, 0.186, 0.779, 0.155, 0.331, -0.379, -0.678, -0.463, -0.520, 0.282, -0.443, -0.634, -0.223, -0.190, -1.224, -0.645, 0.392, 0.103, 0.332, 0.323, 0.318, 0.398, 0.523, 0.348, 0.372, 0.361, 0.282, 0.297, 0.297, 0.405, 0.299, 0.282], "e_homo_ev": -2.75, "total_charge": -1, "gap_ev": 5.0, "lumo_ev": 2.23}

---

Entry 3:
{"formula": "C2H2Cl3NO", "method": "wB97M-V/def2-TZVPD", "symbols": ["C", "C", "N", "O", "Cl", "Cl", "Cl", "H", "H"], "coordinates": [[-1.1101, 0.7311, -0.1797], [1.4815, -0.5583, -0.4302], [-1.5136, 0.5149, 1.1379], [-1.8191, -0.4020, -0.0121], [2.6972, 0.5685, 0.1042], [0.9412, -1.8164, 0.5910], [1.4508, -0.8986, -2.1720], [-1.3024, 1.6180, -0.9059], [-0.8254, 0.2429, 1.8667]], "forces_ev_per_angstrom": [[0.756, 0.859, -0.502], [-0.524, 0.603, -1.015], [-0.824, 1.666, 0.251], [0.396, -0.240, 0.201], [-0.571, -0.831, -0.166], [0.478, 0.268, -0.119], [0.186, 0.183, 1.344], [0.042, -1.645, 1.363], [0.062, -0.862, -1.357]], "mulliken_charge": [0.100, 0.273, -0.343, -0.234, -0.113, -0.095, -0.125, 0.253, 0.284], "e_above_lowest_ev": 6.3824, "e_homo_ev": [-8.57, -8.41], "gap_ev": [8.8, 7.8], "lumo_ev": [0.27, -0.59]}

---

Entry 4:
{"formula": "C5H13NO2", "method": "wB97M-V/def2-TZVPD", "symbols": ["C", "C", "C", "C", "C", "N", "H", "H", "H", "H", "H", "H", "H", "H", "H", "O", "H", "H", "O", "H", "H"], "coordinates": [[-1.5293, -1.5524, 1.4972], [-1.0506, -0.5996, 0.7234], [0.0190, 0.4261, 0.9928], [1.2939, 0.1443, 0.2570], [1.6937, 0.8441, -0.7922], [2.8080, 0.5787, -1.5941], [-2.2369, -2.3646, 1.3516], [-1.1416, -1.6282, 2.5155], [-1.4126, -0.4758, -0.2959], [-0.3870, 1.3831, 0.6806], [0.1997, 0.5488, 2.0662], [1.9375, -0.6303, 0.6850], [1.0107, 1.5460, -1.2475], [3.2355, 1.4364, -1.9161], [3.5143, 0.0552, -1.0854], [0.2747, -1.6253, -2.5824], [-0.2250, -1.5108, -1.7647], [0.9450, -0.9326, -2.5349], [-2.9438, 1.7378, 1.7195], [-2.8577, 0.8296, 1.4062], [-3.8716, 1.9662, 1.6089]], "forces_ev_per_angstrom": [[0.456, -0.525, 1.740], [-0.110, 0.143, -1.164], [-0.320, 0.038, 0.654], [0.306, -0.141, 0.727], [-0.506, -0.401, -0.542], [0.532, 0.098, 0.349], [-0.120, 0.515, -0.897], [0.133, 0.207, -0.072], [-0.235, -0.304, -0.099], [-0.011, 0.255, -0.184], [0.052, -0.263, -0.040], [-0.129, 0.101, -0.221], [-0.046, 0.445, 0.125], [-0.012, -0.027, -0.222], [-0.092, -0.087, -0.175], [-0.097, 0.114, 0.092], [0.124, -0.093, -0.098], [0.088, -0.075, -0.018], [-0.007, 0.070, -0.030], [-0.029, -0.031, 0.084], [0.024, -0.040, -0.009]], "mulliken_charge": [-0.634, -0.643, -0.466, -0.405, -0.213, -0.500, 0.290, 0.221, 0.587, 0.276, 0.414, 0.242, 0.366, 0.244, 0.234, -0.693, 0.321, 0.346, -0.636, 0.341, 0.308], "e_above_lowest_ev": 2.2137, "e_homo_ev": -8.74, "gap_ev": 9.6, "lumo_ev": 0.87, "smiles": "C=CC/C=C/N.O.O"}